No. 1
11 unconnected molecules or ions with the total composition C44H121N11O11 at a distorted geometry, computed with ωB97M-V/def2-TZVPD.

Geometry as ORCA input:
```
! RIJCOSX wB97M-V def2-TZVPD def2/J DEFGRID3
* xyz 0 1
C 2.747 6.784 4.800
O 2.793 6.850 6.199
C 2.685 8.146 6.711
C 4.099 8.801 6.523
C 5.076 8.457 7.662
N 3.846 10.225 6.648
H 2.034 7.480 4.358
H 2.413 5.811 4.439
H 3.752 6.953 4.412
H 1.865 8.688 6.241
H 2.435 8.123 7.772
H 4.523 8.494 5.568
H 5.291 7.406 7.473
H 4.812 8.503 8.719
H 6.017 9.006 7.643
H 3.265 10.687 5.963
H 4.715 10.737 6.592
C 6.611 -4.029 3.333
O 7.482 -4.494 2.256
C 8.826 -4.528 2.621
C 9.322 -5.751 3.482
C 10.861 -5.712 3.725
N 8.968 -7.082 3.002
H 5.659 -3.682 2.932
H 7.025 -3.140 3.809
H 6.465 -4.794 4.095
H 9.318 -4.620 1.653
H 9.168 -3.553 2.967
H 8.883 -5.645 4.474
H 11.300 -4.838 4.206
H 11.284 -5.689 2.721
H 11.331 -6.581 4.186
H 8.009 -7.214 2.713
H 9.111 -7.734 3.760
C -2.407 -0.552 13.808
O -3.061 0.003 12.639
C -2.218 0.872 11.829
C -2.832 1.607 10.635
C -3.652 0.569 9.768
N -1.910 2.265 9.705
H -2.244 0.362 14.380
H -1.498 -1.143 13.700
H -3.169 -0.998 14.448
H -1.856 1.655 12.496
H -1.380 0.273 11.472
H -3.588 2.275 11.049
H -3.083 -0.345 9.597
H -3.991 1.034 8.842
H -4.548 0.185 10.254
H -2.383 2.536 8.855
H -1.176 1.647 9.393
C 4.983 0.925 -4.089
O 6.241 0.947 -3.418
C 6.728 2.255 -3.236
C 8.124 2.322 -2.690
C 9.100 1.755 -3.782
N 8.223 1.459 -1.552
H 4.203 1.644 -3.836
H 4.499 -0.044 -3.966
H 5.178 1.089 -5.149
H 6.628 2.924 -4.091
H 6.041 2.645 -2.485
H 8.332 3.372 -2.484
H 10.058 1.600 -3.287
H 9.194 2.365 -4.680
H 8.741 0.790 -4.139
H 8.040 0.529 -1.901
H 7.428 1.553 -0.936
C -10.936 7.256 -0.400
O -10.261 6.041 -0.634
C -9.087 6.161 -1.299
C -8.386 4.781 -1.283
C -6.845 4.941 -1.456
N -8.815 3.843 -2.360
H -11.709 7.172 0.364
H -11.426 7.717 -1.258
H -10.251 7.974 0.051
H -9.279 6.385 -2.349
H -8.511 6.902 -0.745
H -8.500 4.369 -0.281
H -6.572 5.572 -2.302
H -6.301 4.024 -1.683
H -6.375 5.432 -0.604
H -8.496 4.252 -3.227
H -9.818 3.901 -2.458
C -1.884 0.964 1.977
O -0.897 -0.069 1.822
C -1.439 -1.400 1.691
C -1.257 -2.025 0.213
C -1.691 -3.535 0.248
N 0.084 -1.890 -0.183
H -1.461 1.917 2.296
H -2.528 0.580 2.768
H -2.294 1.242 1.007
H -0.804 -2.028 2.316
H -2.459 -1.584 2.029
H -1.974 -1.521 -0.436
H -1.470 -4.103 -0.656
H -2.680 -3.732 0.663
H -1.046 -3.993 0.998
H 0.525 -1.020 0.082
H 0.574 -2.528 0.428
C 0.508 7.713 -1.542
O 0.572 9.070 -1.507
C -0.740 9.760 -1.461
C -0.661 11.271 -1.147
C 0.179 11.442 0.124
N -2.004 11.811 -1.036
H 1.460 7.216 -1.728
H -0.070 7.655 -2.465
H -0.077 7.255 -0.744
H -1.298 9.519 -2.366
H -1.447 9.379 -0.724
H -0.060 11.849 -1.848
H 1.107 10.881 0.022
H -0.189 10.861 0.970
H 0.292 12.482 0.430
H -2.466 11.833 -1.934
H -1.997 12.786 -0.771
C -6.779 -4.585 3.999
O -7.030 -3.318 3.341
C -8.445 -3.103 3.150
C -8.761 -1.838 2.407
C -10.188 -1.673 1.911
N -8.004 -1.901 1.139
H -7.462 -4.907 4.785
H -5.737 -4.444 4.288
H -6.854 -5.489 3.394
H -8.842 -4.044 2.769
H -9.002 -3.085 4.086
H -8.483 -1.004 3.051
H -10.539 -2.564 1.392
H -10.386 -0.845 1.230
H -10.911 -1.597 2.724
H -7.701 -1.013 0.765
H -7.130 -2.325 1.415
C -1.023 0.522 -6.941
O -0.747 1.251 -8.064
C -1.386 0.830 -9.301
C -0.985 1.690 -10.507
C 0.470 1.664 -10.659
N -1.386 3.027 -10.335
H -2.066 0.209 -6.906
H -0.747 1.084 -6.048
H -0.407 -0.377 -6.907
H -0.957 -0.161 -9.452
H -2.459 0.869 -9.114
H -1.514 1.233 -11.344
H 0.976 0.741 -10.940
H 1.029 1.944 -9.766
H 0.923 2.408 -11.315
H -0.752 3.625 -10.844
H -1.122 3.383 -9.427
C -0.927 -6.346 -6.125
O -0.633 -7.756 -5.821
C -1.620 -8.627 -6.400
C -2.941 -8.774 -5.618
C -2.829 -9.547 -4.346
N -3.797 -9.549 -6.525
H -0.434 -5.768 -5.343
H -1.974 -6.046 -6.166
H -0.392 -6.078 -7.036
H -1.610 -8.542 -7.487
H -1.252 -9.653 -6.424
H -3.377 -7.807 -5.367
H -3.633 -10.267 -4.193
H -2.688 -8.906 -3.476
H -1.899 -10.115 -4.345
H -3.679 -9.214 -7.470
H -4.776 -9.417 -6.312
C 4.669 -7.795 -2.551
O 4.468 -9.170 -3.033
C 5.239 -9.573 -4.188
C 5.077 -11.133 -4.128
C 6.136 -11.751 -5.119
N 3.722 -11.644 -4.497
H 4.070 -7.714 -1.644
H 4.288 -7.083 -3.283
H 5.664 -7.530 -2.193
H 4.790 -9.216 -5.115
H 6.261 -9.204 -4.112
H 5.369 -11.267 -3.087
H 6.018 -12.812 -4.900
H 7.122 -11.327 -4.929
H 5.779 -11.510 -6.120
H 3.278 -11.134 -3.748
H 3.339 -11.158 -5.295
*
```

The value obtained for the gap between HOMO and LUMO is 9.30 eV. Its relative energy (zero: lowest compared OMol25 entry of this formula, charge and spin) is 805.6 kJ/mol. The structure (SMILES) is COC[C@H](C)N.COC[C@H](C)N.COC[C@H](C)N.COC[C@H](C)N.COC[C@H](C)N.COC[C@H](C)N.COC[C@H](C)N.COC[C@H](C)N.COC[C@H](C)N.COC[C@H](C)N.COC[C@H](C)N.

=====

No. 2
A molecular structure, C44H24Cl4F5N4OOsTe at a distorted geometry, computed with ωB97M-V/def2-TZVPD.

Geometry as ORCA input:
```
! RIJCOSX wB97M-V def2-TZVPD def2/J DEFGRID3
* xyz 1 5
Os -0.041 0.344 0.429
Cl 2.154 -3.355 8.592
C 1.745 -2.466 7.172
C 0.972 -1.319 7.283
C 0.632 -0.615 6.141
C 1.076 -1.039 4.890
C 1.874 -2.183 4.800
C 2.198 -2.904 5.935
C 0.703 -0.354 3.640
C -0.632 -0.153 3.344
C -1.754 -0.450 4.169
C -2.859 0.056 3.550
C -2.429 0.624 2.312
C -3.247 1.267 1.301
C -4.317 2.188 1.658
C -4.753 2.393 2.985
C -5.735 3.307 3.294
C -6.299 4.083 2.289
Cl -7.518 5.229 2.673
C -5.847 3.966 0.981
C -4.868 3.046 0.679
C -2.978 1.020 -0.082
N -1.752 0.759 -0.595
C -1.906 0.505 -1.943
C -0.855 0.311 -2.836
C -1.156 -0.088 -4.226
C -0.638 -1.298 -4.692
C -0.923 -1.736 -5.973
C -1.709 -0.949 -6.802
Cl -2.069 -1.491 -8.402
C -2.209 0.269 -6.366
C -1.939 0.691 -5.076
C 0.520 0.487 -2.509
C 1.563 0.665 -3.454
C 2.695 0.986 -2.750
C 2.354 0.945 -1.374
N 1.016 0.663 -1.255
C 3.232 1.107 -0.284
C 2.905 0.817 1.050
C 3.830 0.687 2.120
C 3.135 0.206 3.200
C 1.787 0.062 2.793
N 1.660 0.443 1.497
C 4.607 1.586 -0.547
C 5.500 0.870 -1.341
C 6.774 1.356 -1.576
C 7.152 2.574 -1.030
Cl 8.735 3.191 -1.336
C 6.279 3.298 -0.233
C 5.013 2.796 0.016
C -3.298 0.516 -2.250
C -3.959 0.877 -1.113
N -1.101 0.429 2.170
H 0.644 -0.984 8.258
H 0.056 0.297 6.229
H 2.203 -2.534 3.829
H 2.791 -3.804 5.865
H -1.727 -1.004 5.092
H -3.877 -0.049 3.876
H -4.313 1.848 3.800
H -6.058 3.439 4.317
H -6.245 4.615 0.214
H -4.493 3.025 -0.331
H -0.036 -1.912 -4.033
H -0.542 -2.682 -6.329
H -2.796 0.882 -7.035
H -2.310 1.651 -4.738
H 1.456 0.587 -4.523
H 3.665 1.219 -3.153
H 4.883 0.904 2.060
H 3.520 -0.027 4.178
H 5.211 -0.091 -1.748
H 7.477 0.794 -2.176
H 6.589 4.245 0.187
H 4.327 3.356 0.638
H -3.733 0.267 -3.203
H -5.024 0.950 -0.975
F 2.033 -1.932 -0.232
Te 0.499 -3.021 -0.046
F -0.784 -4.283 0.385
F 1.690 -4.135 0.848
F 0.983 -3.915 -1.595
F 0.294 -2.254 1.685
O -0.569 -1.759 -0.734
*
```

The value obtained for the gap between HOMO and LUMO (spin up / spin down) is 5.32 / 4.82 eV. The expectation value of S² is 6.12.

=====

No. 3
A molecular structure, C44H27Cl5F6N6O5Ta at a distorted geometry, computed with ωB97M-V/def2-TZVPD.

Geometry as ORCA input:
```
! RIJCOSX wB97M-V def2-TZVPD def2/J DEFGRID3
* xyz 1 1
Ta -0.006 1.335 -0.845
O 2.249 4.757 0.157
C 1.672 5.174 1.311
C 2.235 6.304 1.899
C 1.714 6.815 3.068
C 0.616 6.210 3.686
C 0.065 5.089 3.114
C 0.585 4.547 1.929
C -0.035 3.345 1.385
O 0.328 2.944 0.138
N -0.886 2.647 2.023
N -1.229 1.502 1.292
C -2.093 0.789 1.881
C -2.425 -0.582 1.462
C -3.517 -1.219 2.029
C -3.756 -2.542 1.695
C -2.878 -3.175 0.831
C -1.812 -2.447 0.319
N -1.588 -1.170 0.613
H 1.738 4.032 -0.234
H 3.080 6.767 1.403
H 2.157 7.703 3.504
H 0.200 6.623 4.596
H -0.790 4.601 3.563
H -2.545 1.176 2.792
H -4.166 -0.684 2.715
H -4.605 -3.071 2.111
H -3.007 -4.215 0.557
H -1.111 -2.916 -0.365
C 2.978 -5.762 0.991
C 3.847 -4.509 0.996
C 4.801 -4.428 2.174
C 4.032 -4.333 3.485
C 3.076 -3.164 3.436
C 2.647 -2.544 4.586
C 1.796 -1.442 4.523
F 1.398 -0.883 5.671
C 1.382 -0.913 3.340
C 1.797 -1.532 2.155
C 1.391 -0.960 0.882
O 0.860 0.191 0.910
C 1.673 -1.744 -0.270
C 2.474 -2.860 -0.148
N 2.975 -3.291 0.997
C 2.617 -2.663 2.202
C 1.191 -1.418 -1.620
O 1.414 -2.047 -2.604
O 0.396 -0.302 -1.631
H 3.607 -6.653 1.049
H 2.391 -5.821 0.072
H 2.285 -5.770 1.834
H 4.418 -4.469 0.072
H 5.433 -3.543 2.061
H 5.450 -5.302 2.159
H 4.716 -4.205 4.322
H 3.482 -5.258 3.668
H 2.969 -2.906 5.556
H 0.751 -0.033 3.303
H 2.730 -3.421 -1.039
N -5.692 -3.542 -3.450
C -4.756 -2.646 -2.998
C -3.406 -2.765 -3.341
C -2.500 -1.858 -2.827
N -2.820 -0.858 -1.997
C -4.114 -0.753 -1.682
C -5.105 -1.597 -2.141
H -5.448 -4.166 -4.196
H -6.666 -3.315 -3.364
H -3.072 -3.551 -4.011
H -1.450 -1.932 -3.110
H -4.376 0.065 -1.012
H -6.137 -1.445 -1.845
Cl 3.044 1.075 -0.711
C 2.717 2.060 -2.116
C 1.390 2.435 -2.282
C 1.177 3.379 -3.307
Cl -0.345 4.180 -3.542
C 2.214 3.789 -4.151
Cl 1.910 4.910 -5.415
C 3.508 3.301 -3.976
Cl 4.777 3.781 -5.022
C 3.773 2.450 -2.918
Cl 5.365 1.890 -2.595
F -2.755 3.344 -0.061
C -2.832 2.819 -1.288
C -1.817 2.035 -1.825
C -2.013 1.621 -3.145
F -1.070 0.905 -3.767
C -3.126 1.924 -3.875
F -3.268 1.507 -5.131
C -4.126 2.668 -3.280
F -5.233 2.939 -3.954
C -3.976 3.131 -1.991
F -4.938 3.867 -1.436
*
```

The value obtained for the gap between HOMO and LUMO is 6.93 eV.

=====

No. 4
A molecular structure, C44H28BrCl4N4O4S3Tl at a distorted geometry, computed with ωB97M-V/def2-TZVPD.

Geometry as ORCA input:
```
! RIJCOSX wB97M-V def2-TZVPD def2/J DEFGRID3
* xyz 0 1
Tl -0.175 -0.316 -0.429
Br 6.672 2.883 0.855
C 5.080 1.841 0.760
C 4.662 1.127 1.892
C 3.565 0.323 1.815
C 2.829 0.152 0.600
O 1.892 -0.693 0.547
C 3.237 0.964 -0.515
C 2.586 0.909 -1.764
N 1.532 0.217 -2.065
C 1.201 -0.002 -3.381
C 2.147 -0.062 -4.395
C 1.783 -0.343 -5.714
C 0.488 -0.657 -6.034
C -0.502 -0.656 -5.033
C -1.842 -1.032 -5.271
C -2.761 -0.939 -4.265
C -2.345 -0.455 -3.015
N -1.096 -0.158 -2.751
C -0.160 -0.278 -3.708
C 4.376 1.786 -0.407
H 5.216 1.228 2.813
H 3.235 -0.242 2.673
H 3.065 1.518 -2.546
H 3.191 0.091 -4.165
H 2.549 -0.334 -6.477
H 0.213 -0.919 -7.044
H -2.119 -1.393 -6.250
H -3.789 -1.235 -4.405
H -3.062 -0.282 -2.227
H 4.703 2.355 -1.268
Cl -5.640 -4.601 -0.730
C -4.096 -3.884 -0.975
C -3.116 -4.557 -1.683
Cl -3.452 -6.088 -2.390
C -1.854 -3.984 -1.816
Cl -0.612 -4.810 -2.681
C -1.522 -2.765 -1.225
O -0.305 -2.308 -1.266
C -2.564 -2.024 -0.552
O -2.337 -0.839 -0.059
C -3.817 -2.628 -0.442
Cl -5.035 -1.808 0.464
S 2.094 5.009 0.539
C 2.701 6.519 1.084
C 2.538 6.685 2.422
C 1.914 5.581 3.033
C 1.605 4.576 2.153
C 0.989 3.295 2.406
C 0.690 2.429 1.335
N 0.169 1.240 1.478
C -0.073 0.768 2.709
C 0.143 1.571 3.857
C -0.144 1.053 5.153
C -0.610 -0.207 5.309
C -0.797 -1.059 4.183
C -1.239 -2.377 4.321
C -1.337 -3.192 3.202
C -0.908 -2.644 1.970
N -0.535 -1.404 1.820
C -0.500 -0.587 2.882
C -1.844 -4.539 3.276
C -2.142 -5.268 4.402
C -2.664 -6.537 4.111
C -2.771 -6.762 2.773
S -2.225 -5.439 1.835
C 0.677 2.850 3.681
H 3.146 7.194 0.380
H 2.859 7.559 2.960
H 1.707 5.536 4.088
H 0.884 2.746 0.323
H 0.034 1.692 6.005
H -0.821 -0.604 6.291
H -1.481 -2.745 5.307
H -0.878 -3.277 1.093
H -1.988 -4.911 5.404
H -2.950 -7.251 4.861
H -3.143 -7.638 2.281
H 0.861 3.465 4.549
C -1.838 2.843 -3.416
S -0.935 3.331 -1.888
C 0.654 3.715 -2.742
O -0.676 2.095 -1.130
H -2.202 3.740 -3.903
H -2.670 2.226 -3.095
H -1.198 2.272 -4.082
H 0.461 4.269 -3.651
H 1.138 2.770 -2.954
H 1.281 4.311 -2.087
*
```

The value obtained for the gap between HOMO and LUMO is 5.84 eV. Its relative energy (zero: lowest compared OMol25 entry of this formula, charge and spin) is 75.2 kJ/mol.

=====

| no. | molar mass (g mol⁻¹) |
| --- | --- |
| 1 | 980.518 |
| 2 | 1179.335 |
| 3 | 1191.938 |
| 4 | 1199.032 |